1.
The following is a quantum chemistry calculation of 10 unconnected molecules or ions with the total composition H20O10, from the OMol25 dataset.

Output
HOMO-LUMO gap = 9.4 eV
E_HOMO = -9.82 eV

```
30
H20O10, DFT wB97M-V/def2-TZVPD
O -1.522 1.231 2.154
H -0.735 0.750 2.407
H -2.100 1.161 2.914
O -0.889 -2.191 2.160
H -1.556 -2.452 2.795
H -1.280 -2.385 1.308
O 4.117 0.227 1.406
H 4.705 0.982 1.442
H 3.240 0.602 1.484
O 0.513 0.230 -0.639
H -0.334 -0.107 -0.344
H 0.863 0.696 0.120
O 1.813 1.198 2.245
H 1.683 2.146 2.268
H 1.969 0.955 3.157
O 2.656 -1.217 -1.023
H 1.903 -0.625 -0.999
H 2.771 -1.494 -0.114
O -1.700 -0.942 -3.717
H -1.864 -0.868 -2.777
H -2.539 -1.219 -4.086
O -2.007 -1.378 -0.841
H -2.626 -1.338 -0.112
H -2.363 -2.052 -1.421
O 0.933 0.138 -3.836
H -0.010 -0.027 -3.806
H 1.233 -0.018 -2.941
O -2.510 2.530 -0.029
H -2.015 2.022 0.614
H -2.347 3.443 0.210
```

Here are the Mulliken charges for atoms 1 to 4, given in e: O -0.627; H 0.318; H 0.274; O -0.585

2.
The following is a quantum chemistry calculation of a molecular structure, C12H23F3NO2P2Ti, from the OMol25 dataset.

Output
HOMO-LUMO gap (spin up / spin down) = 7.2 / 7.4 eV
Charge = +2
Multiplicity = 2
E_HOMO (spin up / spin down) = -15.51 / -16.50 eV

```
44
C12H23F3NO2P2Ti, DFT wB97M-V/def2-TZVPD
Ti 0.205 -0.004 -0.048
P 0.606 0.186 2.380
C 1.276 -1.475 2.496
C 0.930 -2.486 1.569
N 0.396 -2.096 0.350
C 0.080 -3.034 -0.561
C 0.205 -4.385 -0.314
C 0.742 -4.803 0.900
C 1.105 -3.868 1.837
C -0.432 -2.580 -1.884
P 0.136 -0.870 -2.319
H 1.518 -4.114 2.819
H -0.097 -5.060 -1.115
H 0.863 -5.857 1.102
H -0.067 -3.236 -2.683
H -1.533 -2.641 -1.978
H 3.244 -1.512 2.180
H 1.729 -1.794 3.457
H 3.271 -0.186 0.404
O 3.943 -1.206 1.547
H 4.789 -1.458 1.909
H 0.474 1.521 -0.551
O 2.788 0.300 -0.321
H 3.490 0.656 -0.938
C 1.780 -1.068 -3.055
H 1.718 -1.741 -3.909
H 2.138 -0.103 -3.425
H 2.528 -1.470 -2.355
C -0.942 -0.251 -3.650
H -0.574 0.746 -3.954
H -0.857 -0.956 -4.494
H -1.996 -0.183 -3.312
C -0.745 0.304 3.562
H -0.372 0.163 4.578
H -1.134 1.319 3.457
H -1.548 -0.417 3.348
C 1.914 1.343 2.896
H 1.442 2.335 2.911
H 2.253 1.092 3.909
H 2.757 1.346 2.185
F -2.612 1.000 0.920
C -2.109 -0.021 0.128
F -2.441 -1.216 0.786
F -2.867 -0.023 -1.038
```

Here are the Mulliken charges for atoms 1 to 4, given in e: Ti -0.521; P 1.019; C -1.815; C 1.653

3.
The following is a quantum chemistry calculation of a molecular structure, C12H36O6S6Tl, from the OMol25 dataset.

Output
HOMO-LUMO gap (spin up / spin down) = 4.3 / 4.4 eV
Charge = +4
Multiplicity = 2
E_HOMO (spin up / spin down) = -19.17 / -19.13 eV

```
61
C12H36O6S6Tl, DFT wB97M-V/def2-TZVPD
Tl -0.929 0.247 1.579
C 2.458 2.385 5.126
S 2.681 1.531 3.509
O 1.242 1.425 2.990
C 3.237 2.999 2.629
H 3.328 2.556 5.760
H 1.834 1.732 5.737
H 1.931 3.324 4.957
H 2.485 3.759 2.842
H 3.187 2.892 1.545
H 4.253 3.233 2.945
C 4.082 0.539 -0.486
S 2.635 -0.494 -0.561
O 1.543 0.194 0.240
C 2.186 -0.271 -2.280
H 4.881 0.039 -1.033
H 4.392 0.669 0.551
H 4.000 1.499 -0.996
H 1.127 -0.282 -2.538
H 2.726 -1.009 -2.874
H 2.617 0.707 -2.495
C 1.087 -3.697 1.292
S 1.999 -2.611 2.453
O 1.338 -1.222 2.530
C 1.366 -3.511 3.974
H 1.324 -3.264 0.321
H 0.032 -3.685 1.567
H 1.504 -4.703 1.234
H 0.287 -3.657 3.920
H 1.669 -3.036 4.907
H 1.889 -4.467 3.972
C 0.765 3.107 -2.322
S -0.919 2.553 -1.775
O -0.704 1.213 -1.093
C -1.552 2.198 -3.457
H 1.600 3.102 -1.622
H 0.679 4.151 -2.622
H 1.124 2.668 -3.253
H -1.239 2.950 -4.181
H -2.641 2.188 -3.413
H -1.238 1.205 -3.780
C -0.694 -4.240 -1.508
S -0.609 -2.416 -1.920
O -0.794 -1.609 -0.598
C -2.158 -2.234 -2.963
H -1.578 -4.464 -0.911
H 0.108 -4.696 -0.928
H -0.768 -4.816 -2.430
H -2.025 -1.215 -3.326
H -3.127 -2.386 -2.487
H -2.097 -2.975 -3.760
C -4.635 2.472 -0.192
S -4.181 0.906 -1.085
O -3.362 0.147 0.004
C -5.838 0.075 -0.954
H -4.009 3.322 -0.464
H -4.463 2.256 0.863
H -5.597 2.910 -0.460
H -5.889 -0.060 0.127
H -5.887 -0.844 -1.538
H -6.664 0.711 -1.271
```

Here are the Mulliken charges for atoms 1 to 4, given in e: Tl 1.017; C -0.982; S 0.721; O -0.114

4.
The following is a quantum chemistry calculation of a molecular structure, C36H37CdF3P2, from the OMol25 dataset.

Output
HOMO-LUMO gap = 6.3 eV
E_HOMO = -7.79 eV

```
79
C36H37CdF3P2, DFT wB97M-V/def2-TZVPD
Cd -4.252 3.533 -0.780
C -1.385 6.376 2.462
C -0.295 5.653 2.130
C 0.353 4.498 2.852
C -0.457 3.166 2.973
C -1.860 3.166 3.517
C -2.411 4.110 4.293
C -1.692 5.326 4.784
C -1.813 6.604 3.899
C -4.589 2.214 0.872
H -1.670 7.195 1.785
H 0.048 5.666 1.085
H 0.730 4.772 3.839
H 1.234 4.237 2.233
H -0.502 2.718 1.972
H 0.123 2.470 3.602
H -2.462 2.289 3.254
H -3.477 4.033 4.584
H -0.625 5.108 4.903
H -2.120 5.574 5.783
H -2.825 7.042 3.947
H -1.161 7.362 4.371
H -5.657 2.251 0.992
H -4.168 2.642 1.786
H -4.288 1.184 0.767
P 1.600 -1.578 -2.900
P 0.053 -3.725 -1.075
C 2.378 -2.301 -1.417
C 1.763 -3.284 -0.727
C 2.955 -1.749 -4.172
C 4.305 -1.922 -3.825
C 5.295 -2.017 -4.811
C 4.939 -1.976 -6.163
C 3.585 -1.891 -6.525
C 2.605 -1.794 -5.538
C 1.624 0.185 -2.330
C 0.756 0.581 -1.285
C 0.752 1.913 -0.861
C 1.642 2.833 -1.437
C 2.497 2.438 -2.470
C 2.472 1.121 -2.934
C 0.290 -5.569 -1.025
C 1.074 -6.198 -2.009
C 1.333 -7.570 -1.956
C 0.846 -8.329 -0.877
C 0.100 -7.708 0.134
C -0.179 -6.340 0.045
C -0.722 -3.394 0.578
C -2.131 -3.355 0.664
C -2.758 -3.157 1.895
C -1.985 -2.974 3.052
C -0.589 -2.997 2.974
C 0.041 -3.165 1.733
H 3.345 -1.940 -1.115
H 2.244 -3.910 0.021
H 4.598 -1.979 -2.784
H 6.349 -2.136 -4.539
H 5.702 -2.030 -6.945
H 3.296 -1.911 -7.580
H 1.551 -1.737 -5.813
H 0.077 -0.144 -0.824
H 0.059 2.248 -0.089
H 1.671 3.863 -1.087
H 3.189 3.140 -2.937
H 3.090 0.803 -3.776
H 1.496 -5.613 -2.822
H 1.924 -8.063 -2.739
H 1.066 -9.400 -0.810
H -0.261 -8.282 0.996
H -0.756 -5.876 0.832
H -2.719 -3.474 -0.251
H -3.851 -3.149 1.947
H -2.483 -2.825 4.013
H 0.010 -2.872 3.881
H 1.125 -3.099 1.676
F -4.144 6.536 -0.007
C -4.895 5.426 0.321
F -4.798 5.354 1.703
F -6.210 5.806 0.084
```

Here are the Mulliken charges for atoms 1 to 4, given in e: Cd 0.540; C -0.453; C -0.232; C -0.939

5.
The following is a quantum chemistry calculation of a molecular structure, C43H40AuBrN2O2Sb2, from the OMol25 dataset.

Output
HOMO-LUMO gap (spin up / spin down) = 7.4 / 4.2 eV
Charge = +2
Multiplicity = 3
E_HOMO (spin up / spin down) = -12.97 / -12.95 eV

```
91
C43H40AuBrN2O2Sb2, DFT wB97M-V/def2-TZVPD
Au 1.681 1.063 0.617
O 1.388 -0.975 -4.412
C 2.183 0.122 -4.480
C 2.244 0.861 -5.655
C 3.119 1.927 -5.772
C 3.910 2.249 -4.691
C 3.720 1.597 -3.477
C 2.890 0.495 -3.336
C 2.622 -0.240 -2.059
O 1.431 0.009 -1.485
N 3.758 0.126 -1.105
N 3.470 0.082 0.251
C 4.187 -0.735 1.019
C 3.782 -1.088 2.336
Br 3.291 0.478 3.341
C 3.728 -2.387 2.805
C 2.942 -2.869 3.931
C 2.656 -2.154 5.107
C 1.682 -2.603 6.006
C 1.016 -3.820 5.813
C 1.419 -4.633 4.743
C 2.359 -4.172 3.827
H 0.627 -0.942 -5.025
H 1.561 0.597 -6.442
H 3.187 2.514 -6.694
H 4.683 3.036 -4.746
H 4.214 1.937 -2.573
H 2.761 -1.333 -2.301
H 4.604 -0.398 -1.313
H 5.079 -1.162 0.576
H 4.171 -3.189 2.203
H 3.217 -1.258 5.342
H 1.518 -1.989 6.886
H 0.325 -4.205 6.556
H 1.002 -5.612 4.582
H 2.645 -4.804 3.005
C -2.261 1.219 0.226
C -2.693 0.131 -0.764
C -1.648 -0.662 -1.577
Sb -0.454 -2.128 -0.337
C -1.669 -3.875 -0.384
C -1.824 -4.740 0.733
C -2.595 -5.906 0.613
C -3.159 -6.305 -0.595
C -2.991 -5.460 -1.705
C -2.263 -4.266 -1.594
C -1.165 -1.543 1.667
C -0.430 -0.687 2.488
C -0.985 -0.127 3.662
C -2.296 -0.473 4.055
C -3.002 -1.401 3.298
C -2.453 -1.873 2.118
Sb -0.435 2.305 -0.243
C -0.739 2.952 -2.248
C -2.034 2.942 -2.781
C -2.231 3.448 -4.057
C -1.189 4.021 -4.764
C 0.079 4.128 -4.169
C 0.328 3.466 -2.958
C -1.041 4.099 0.793
C -1.623 4.029 2.062
C -2.173 5.192 2.630
C -2.117 6.422 1.980
C -1.473 6.486 0.739
C -0.936 5.336 0.157
H -2.120 0.871 1.244
H -3.066 1.960 0.286
H -3.308 0.654 -1.519
H -3.340 -0.585 -0.255
H -0.841 -0.073 -2.061
H -2.113 -1.339 -2.305
H -1.402 -4.481 1.706
H -2.695 -6.520 1.473
H -3.730 -7.222 -0.733
H -3.427 -5.705 -2.664
H -2.172 -3.652 -2.498
H 0.625 -0.391 2.238
H -0.362 0.520 4.253
H -2.796 0.049 4.878
H -3.981 -1.675 3.575
H -3.097 -2.462 1.493
H -2.854 2.552 -2.148
H -3.222 3.459 -4.467
H -1.442 4.452 -5.729
H 0.910 4.618 -4.667
H 1.363 3.367 -2.608
H -1.601 3.088 2.597
H -2.648 5.094 3.596
H -2.511 7.306 2.448
H -1.408 7.428 0.210
H -0.362 5.433 -0.766
```

Here are the Mulliken charges for atoms 1 to 4, given in e: Au 0.339; O -0.541; C 0.992; C -0.689

6.
The following is a quantum chemistry calculation of C16H19BrN2O in the gas phase, from the OMol25 dataset.

Output
HOMO-LUMO gap = 8.8 eV
E_HOMO = -8.04 eV

```
39
C16H19BrN2O, DFT wB97M-V/def2-TZVPD
C 1.729 2.457 -1.817
C 2.291 2.189 -0.453
C 3.448 2.837 -0.043
C 4.015 2.589 1.194
C 3.421 1.672 2.042
C 2.263 1.024 1.655
C 1.683 1.273 0.414
N 0.503 0.620 -0.018
C 0.298 -0.756 0.404
C -0.804 -0.882 1.459
N -2.087 -0.386 0.968
C -3.070 -1.417 0.684
C -2.644 -2.393 -0.369
C -2.755 -2.380 -1.730
C -2.064 -3.519 -2.211
C -1.582 -4.134 -1.098
Br -0.567 -5.689 -0.892
O -1.921 -3.473 0.020
C -1.935 0.578 -0.110
C -0.699 1.433 0.125
H 1.172 1.592 -2.167
H 1.059 3.316 -1.797
H 2.531 2.677 -2.519
H 3.917 3.542 -0.715
H 4.917 3.103 1.490
H 3.854 1.465 3.010
H 1.802 0.322 2.334
H 1.236 -1.175 0.772
H 0.009 -1.338 -0.483
H -0.903 -1.922 1.772
H -0.533 -0.291 2.343
H -3.264 -1.957 1.614
H -3.989 -0.920 0.365
H -3.279 -1.659 -2.324
H -1.940 -3.836 -3.226
H -1.849 0.097 -1.098
H -2.827 1.213 -0.118
H -0.767 1.884 1.128
H -0.669 2.244 -0.607
```

Here are the Mulliken charges for atoms 1 to 4, given in e: C -1.730; C 0.787; C -0.598; C -0.572

7.
The following is a quantum chemistry calculation of C29H33N3O4 in the gas phase, from the OMol25 dataset.

Output
HOMO-LUMO gap = 6.8 eV
E_HOMO = -7.68 eV

```
69
C29H33N3O4, DFT wB97M-V/def2-TZVPD
C -5.609 -3.156 2.038
C -5.097 -1.792 2.394
C -5.912 -0.907 3.090
C -5.450 0.346 3.437
C -4.175 0.744 3.074
C -3.357 -0.123 2.362
O -2.102 0.216 1.924
C -1.454 1.323 2.513
C -0.041 1.382 1.917
O -0.109 1.861 0.589
C 0.865 2.332 2.733
N 2.292 2.233 2.596
C 2.883 2.589 1.324
C 3.038 1.400 0.370
N 3.824 0.373 1.028
C 4.355 -0.660 0.177
C 3.382 -1.727 -0.374
N 2.387 -1.184 -1.289
C 2.846 -0.817 -2.545
O 4.009 -0.986 -2.850
C 1.858 -0.230 -3.464
C 2.251 0.192 -4.717
C 1.321 0.752 -5.597
C 0.008 0.890 -5.228
C -0.432 0.469 -3.956
C -1.773 0.588 -3.534
C -2.156 0.162 -2.289
C -1.222 -0.399 -1.412
C 0.100 -0.531 -1.790
C 0.513 -0.098 -3.065
C 1.075 -1.112 -0.852
O 0.758 -1.506 0.254
C 3.158 -0.095 2.227
C 2.963 1.093 3.180
C -3.805 -1.412 2.038
C -2.893 -2.371 1.332
H -5.499 -3.343 0.971
H -5.050 -3.926 2.570
H -6.659 -3.252 2.303
H -6.912 -1.208 3.367
H -6.082 1.025 3.989
H -3.832 1.729 3.345
H -1.975 2.260 2.274
H -1.414 1.200 3.602
H 0.361 0.360 1.927
H -0.756 1.320 0.119
H 0.582 3.352 2.453
H 0.637 2.191 3.793
H 2.272 3.359 0.853
H 3.880 2.995 1.534
H 3.565 1.722 -0.532
H 2.035 1.054 0.082
H 5.113 -1.201 0.754
H 4.853 -0.177 -0.667
H 2.844 -2.215 0.439
H 3.972 -2.465 -0.922
H 3.287 0.081 -5.001
H 1.647 1.077 -6.574
H -0.711 1.323 -5.909
H -2.494 1.020 -4.212
H -3.184 0.257 -1.972
H -1.525 -0.738 -0.434
H 3.798 -0.838 2.711
H 2.188 -0.568 2.006
H 2.416 0.771 4.068
H 3.958 1.438 3.488
H -2.929 -3.349 1.809
H -1.868 -2.013 1.359
H -3.196 -2.500 0.292
```

Here are the Mulliken charges for atoms 1 to 4, given in e: C -1.516; C 1.267; C -1.020; C -0.933

8.
The following is a quantum chemistry calculation of 2 unconnected molecules or ions with the total composition C4H15N2O, from the OMol25 dataset.

Output
HOMO-LUMO gap = 9.6 eV
Charge = +1
E_HOMO = -12.90 eV

```
22
C4H15N2O, DFT wB97M-V/def2-TZVPD
C 0.377 1.197 -1.043
N -0.851 0.527 -1.549
C -2.185 1.139 -1.520
C 0.606 0.642 0.386
N 0.675 -0.840 0.179
C 2.016 -1.307 0.404
H 1.278 1.025 -1.795
H 0.204 2.277 -1.055
H -0.766 0.046 -2.436
H -2.496 2.110 -2.020
H -2.840 0.309 -1.917
H -2.406 1.198 -0.449
H 1.447 1.054 0.959
H -0.277 0.810 1.013
H 0.265 -1.117 -0.768
H 0.123 -1.367 1.082
H 2.820 -0.949 -0.209
H 2.440 -0.981 1.389
H 2.188 -2.379 0.343
H -0.684 -1.792 2.638
H -1.310 -0.757 3.546
O -0.623 -0.845 2.824
```

Here are the Mulliken charges for atoms 1 to 4, given in e: C -0.562; N -0.269; C -0.947; C -0.538